[1]
Below is 6 unconnected molecules or ions with the total composition C32H29BrF5N4, with properties calculated with ωB97M-V/def2-TZVPD.

ORCA input file:
```
! wB97M-V def2-TZVPD RIJCOSX def2/J DEFGRID3
* xyz 1 1
N 6.48845 1.19602 -3.78291
C 5.14864 1.29755 -3.72315
N 4.28073 0.27574 -3.64357
C 3.08904 0.83687 -3.61509
Br 1.49136 -0.05160 -3.51814
N 3.17305 2.17225 -3.65410
N 4.49094 2.46680 -3.75578
H 6.89042 0.50203 -4.38649
H 7.08790 1.76953 -3.21982
H 2.44172 2.86703 -3.64297
H 4.84783 3.42195 -3.83945
F -1.08315 -4.21123 2.52137
C -0.64450 -3.46743 1.48207
C -1.51927 -3.18020 0.45307
C -1.05627 -2.41005 -0.60366
C 0.25413 -1.95151 -0.61537
C 1.11021 -2.25900 0.43288
C 0.66264 -3.02449 1.49998
H -2.53412 -3.55286 0.48165
H -1.72697 -2.16772 -1.41791
H 0.60801 -1.35228 -1.44393
H 2.13384 -1.90696 0.42442
H 1.30542 -3.27719 2.33203
F -7.21987 -2.71044 2.64861
C -6.42243 -3.79173 2.76882
C -5.07116 -3.64884 2.52617
C -4.25390 -4.76402 2.65298
C -4.79432 -5.99169 3.01238
C -6.15757 -6.10484 3.24906
C -6.98686 -4.99824 3.13024
H -4.67672 -2.68022 2.24781
H -3.19387 -4.66811 2.47254
H -4.15363 -6.85805 3.10970
H -6.58235 -7.05993 3.52844
H -8.05047 -5.06017 3.31462
F -3.27409 -4.73358 8.09891
C -2.49422 -3.79795 7.52259
C -2.04789 -4.00801 6.23340
C -1.24721 -3.03844 5.64654
C -0.90536 -1.88974 6.34771
C -1.36721 -1.70785 7.64432
C -2.17212 -2.66579 8.24434
H -2.32734 -4.91125 5.70794
H -0.89548 -3.18545 4.63556
H -0.28089 -1.13704 5.88467
H -1.10136 -0.81556 8.19585
H -2.54892 -2.54537 9.25064
F 5.37401 5.06514 -4.09712
C 5.57038 5.83161 -2.96066
C 4.49147 6.51109 -2.44416
C 4.69798 7.27048 -1.29958
C 5.95657 7.33311 -0.71782
C 7.01967 6.63589 -1.27513
C 6.83328 5.86676 -2.41648
H 3.52459 6.45893 -2.92655
H 3.87131 7.81747 -0.86738
H 6.11040 7.93115 0.16950
H 8.00195 6.69250 -0.82648
H 7.64559 5.31913 -2.87495
F -2.59379 0.36574 -3.42297
C -2.46400 1.44050 -4.22929
C -3.48010 1.75313 -5.10788
C -3.31996 2.86120 -5.92803
C -2.16276 3.62687 -5.86707
C -1.15704 3.28434 -4.97466
C -1.30476 2.18346 -4.14187
H -4.37045 1.14084 -5.14291
H -4.10735 3.12733 -6.62016
H -2.04857 4.48713 -6.51208
H -0.25462 3.88264 -4.92800
H -0.54862 1.89266 -3.42723
*
```

The value obtained for the gap between HOMO and LUMO is 0.254 Eh. The LUMO energy is -3.36 eV.

[2]
Below is a molecular structure, C32H29BrN9O5V, with properties calculated with ωB97M-V/def2-TZVPD.

ORCA input file:
```
! wB97M-V def2-TZVPD RIJCOSX def2/J DEFGRID3
* xyz -1 4
V 0.30395 0.81029 0.51680
O -0.59982 -2.57493 -3.59792
C 0.71570 -2.24804 -3.71789
C 1.42755 -2.74832 -4.80189
C 2.76170 -2.40127 -4.96487
C 3.38609 -1.55538 -4.06136
C 2.67808 -1.07520 -2.96835
C 1.35154 -1.42925 -2.77387
C 0.57571 -0.96947 -1.56023
O 1.33220 -0.19332 -0.69562
N -0.62885 -0.26256 -2.03682
N -1.17349 0.37595 -0.88149
C -2.49228 0.49508 -0.85309
C -3.19820 1.19926 0.11003
Br -2.10628 2.30329 1.27559
C -4.56477 1.24604 0.36096
C -5.56540 0.31269 -0.08103
C -6.92414 0.68810 -0.01034
C -7.93624 -0.16159 -0.40773
C -7.64403 -1.43541 -0.88957
C -6.31460 -1.83698 -0.94541
C -5.29467 -0.98789 -0.55179
H -1.01040 -1.88777 -3.03015
H 0.91405 -3.38445 -5.51125
H 3.31351 -2.79000 -5.81247
H 4.42641 -1.28789 -4.19219
H 3.14518 -0.43896 -2.22869
H 0.19955 -1.85849 -1.02571
H -0.29441 0.47939 -2.65407
H -3.06450 0.03229 -1.65287
H -4.92591 2.07893 0.95282
H -7.16723 1.67730 0.36165
H -8.96639 0.16906 -0.34336
H -8.43617 -2.10230 -1.20428
H -6.06602 -2.83288 -1.29273
H -4.27568 -1.34974 -0.56804
C -2.82407 -1.45724 2.53574
O -1.85596 -2.31658 3.13960
C -0.75695 -1.74240 3.71490
C -0.36999 -2.21855 4.94936
C 0.76796 -1.72257 5.59300
C 1.49847 -0.73104 4.98229
C 1.13337 -0.23783 3.72246
C 1.95347 0.79551 3.13079
N 1.77618 1.27992 1.96052
N 2.61167 2.33032 1.59148
C 2.09077 2.93548 0.56508
O 0.96351 2.60668 0.01746
C 2.81314 4.10668 -0.00329
C 4.01049 4.55738 0.54765
C 4.66335 5.64874 -0.00039
C 4.12755 6.30235 -1.10496
C 2.93546 5.85565 -1.65580
C 2.28067 4.76197 -1.10709
C 0.00430 -0.74819 3.05200
O -0.38328 -0.34394 1.86813
H -3.78511 -1.95827 2.65023
H -2.61040 -1.29309 1.48159
H -2.85801 -0.48626 3.03418
H -0.98008 -2.98861 5.40479
H 1.05655 -2.10839 6.56157
H 2.37907 -0.32027 5.46394
H 2.76586 1.20987 3.72983
H 4.41441 4.03884 1.40634
H 5.59400 5.99316 0.43333
H 4.63846 7.15585 -1.53326
H 2.51344 6.36003 -2.51616
H 1.34978 4.40004 -1.52182
N 3.41048 -3.74081 -1.39998
N 3.34519 -2.88121 -0.32006
N 4.24570 -1.93925 -0.12313
C 3.79002 -1.37573 0.97683
N 2.66352 -1.96465 1.43327
N 2.39201 -2.91510 0.59404
H 3.57659 -4.67777 -1.05288
H 2.52576 -3.70997 -1.89653
H 4.25092 -0.51633 1.43218
*
```

The energy above the lowest of the compared OMol25 structures with the same formula, charge and spin comes out at 3.2 kcal per mole. The value obtained for the gap between HOMO and LUMO (spin up / spin down) is 0.212 / 0.279 Eh. The LUMO energy (spin up / spin down) is 2.59 / 2.34 eV. The expectation value of S² is 3.79.

[3]
Below is 5 unconnected molecules or ions with the total composition C32H29F10NO4P at a distorted geometry, with properties calculated with ωB97M-V/def2-TZVPD.

ORCA input file:
```
! wB97M-V def2-TZVPD RIJCOSX def2/J DEFGRID3
* xyz 1 1
C 8.08734 -0.08293 -1.82654
C 8.12744 1.38075 -1.54212
O 8.43423 1.86813 -0.49746
N 7.69918 2.31601 -2.60523
C 7.42745 1.75948 -3.96064
P 6.54839 3.33496 -2.02363
C 4.93563 2.41169 -1.60619
O 5.02485 1.60510 -0.74149
C 3.63343 2.74042 -2.38352
F 3.98101 3.71703 -3.25971
F 2.71045 3.22991 -1.52848
C 3.05786 1.54191 -3.20292
F 4.13644 0.83105 -3.63422
F 2.44633 2.08109 -4.26722
C 2.02239 0.57103 -2.50739
F 0.79914 1.09959 -2.68790
F 2.10345 -0.57912 -3.20613
C 2.30654 0.21571 -1.02120
O 3.11113 -0.63532 -0.80739
O 1.56906 0.81809 -0.07227
H 8.72251 -0.36903 -2.66558
H 8.44350 -0.58596 -0.92976
H 7.06273 -0.39580 -2.04929
H 8.22918 1.07180 -4.21815
H 7.42090 2.56796 -4.69023
H 6.48487 1.21175 -4.01384
H 6.99726 3.81636 -0.79848
H 6.35626 4.41296 -2.88307
H 1.80934 1.73854 0.10435
F -0.59107 3.13412 1.55905
C -1.42604 3.29569 0.50095
C -1.29928 2.43668 -0.56921
C -2.14773 2.60148 -1.65547
C -3.09947 3.61193 -1.65129
C -3.20600 4.45959 -0.55614
C -2.36569 4.30459 0.53731
H -0.56085 1.65188 -0.54035
H -2.06927 1.93261 -2.50222
H -3.76211 3.73483 -2.49683
H -3.94982 5.24444 -0.54839
H -2.43949 4.94555 1.40557
F -0.61739 -4.33484 -1.87670
C -0.32157 -3.91206 -0.63166
C -0.84199 -4.59092 0.45029
C -0.53092 -4.14522 1.72617
C 0.27900 -3.03224 1.90181
C 0.78753 -2.35907 0.79979
C 0.48996 -2.80588 -0.48184
H -1.48298 -5.44751 0.29174
H -0.93227 -4.66528 2.58565
H 0.50612 -2.68392 2.90041
H 1.41328 -1.49085 0.93263
H 0.87493 -2.31276 -1.36532
F -6.68888 1.04918 2.19403
C -5.68185 1.34234 3.04100
C -4.48853 1.80248 2.52220
C -3.45628 2.10168 3.39967
C -3.62583 1.93532 4.76732
C -4.83680 1.47046 5.26166
C -5.87934 1.17102 4.39637
H -4.37522 1.91945 1.45197
H -2.51401 2.46239 3.01040
H -2.81645 2.16735 5.44625
H -4.97310 1.33804 6.32645
H -6.83257 0.81179 4.75953
F -3.87131 -5.53729 3.62190
C -4.70288 -5.38774 2.56859
C -4.55664 -6.22743 1.48345
C -5.40598 -6.06613 0.39838
C -6.38135 -5.07864 0.41483
C -6.50618 -4.24718 1.51955
C -5.66290 -4.39769 2.61103
H -3.78660 -6.98755 1.49285
H -5.30447 -6.71481 -0.46121
H -7.04210 -4.95646 -0.43248
H -7.26247 -3.47401 1.53337
H -5.74339 -3.76253 3.48267
*
```

The value obtained for the gap between HOMO and LUMO is 0.170 Eh. The LUMO energy is -5.70 eV.